77
Properties=species:S:1:pos:R:3 method="wB97M-V/def2-TZVPD" multiplicity=4 orbital_gap_ev="6.1 / 5.2" e_lumo_ev="2.197 / 1.345" charge=-1 s2=3.805 de_lowest_kj_mol=30.5
Tc 0.6630 -0.1008 -0.3671
S 2.2547 -1.5720 0.4566
C 1.9105 -2.0156 2.1382
C 2.4150 -1.1776 3.1343
C 2.1982 -1.4464 4.4725
C 1.4759 -2.5882 4.8131
C 1.0135 -3.4455 3.8355
C 1.2229 -3.2136 2.4576
S 0.6364 -4.3508 1.2854
H 2.9481 -0.2847 2.8310
H 2.5739 -0.7771 5.2356
H 1.2821 -2.8149 5.8555
H 0.4724 -4.3428 4.1095
O 5.3395 3.1511 -0.1992
C 4.5208 3.6792 -1.2304
C 3.2134 2.8739 -1.3196
C 2.5328 3.4144 -2.5968
O 1.1230 3.4064 -2.4846
C 3.6151 1.3968 -1.4486
Se 2.2798 0.1920 -2.2177
C 2.3941 3.2029 -0.0531
Se 1.5047 1.7859 0.9830
H 6.1186 3.7063 -0.1082
H 5.0409 3.6287 -2.1976
H 4.2743 4.7296 -1.0293
H 2.8591 2.8080 -3.4506
H 2.8751 4.4454 -2.7632
H 0.7485 3.9004 -3.2195
H 3.9026 0.9866 -0.4833
H 4.4737 1.3202 -2.1195
H 1.6445 3.9581 -0.2701
H 3.0775 3.5879 0.7025
C -1.7643 -1.6915 1.0872
N -2.8958 -1.8243 1.9887
C -2.4341 -1.6011 3.3576
N -1.8669 -0.2633 3.5170
C -0.7372 -0.1345 2.6162
N -1.1304 -0.3302 1.1773
C -2.1940 0.6843 0.8878
N -3.3351 0.5508 1.7785
C -3.8812 -0.7994 1.6546
C -2.8736 0.7303 3.1544
H -2.1230 -1.8325 0.0718
H -1.0127 -2.4572 1.2971
H -1.6707 -2.3427 3.5992
H -3.2789 -1.7123 4.0414
H 0.0098 -0.8781 2.8690
H -0.3117 0.8650 2.7107
H -2.5277 0.5534 -0.1402
H -1.7528 1.6745 0.9910
H -4.2185 -0.9525 0.6260
H -4.7385 -0.8955 2.3254
H -3.7271 0.6367 3.8298
H -2.4460 1.7296 3.2530
N -1.0768 1.3349 -3.6856
C -1.2198 1.8201 -2.4047
O -0.5652 1.2626 -1.4939
C -2.0691 2.9266 -2.1906
C -2.7089 3.5300 -3.2952
N -3.1855 4.0258 -4.2251
C -2.1334 3.5493 -0.9229
N -2.1890 4.0597 0.1108
H -0.2151 0.8255 -3.8242
H -1.3846 1.9153 -4.4499
N -2.0006 -4.8274 -3.8482
C -1.4259 -3.8190 -3.1084
C -2.0336 -2.5618 -3.0036
C -1.4168 -1.5822 -2.2678
N -0.2410 -1.7490 -1.6398
C 0.3455 -2.9523 -1.7480
C -0.2056 -3.9923 -2.4647
H -2.9904 -4.7524 -4.0126
H -1.6927 -5.7621 -3.6362
H -2.9817 -2.3546 -3.4822
H -1.8860 -0.6204 -2.1609
H 1.2735 -3.0851 -1.2102
H 0.3083 -4.9440 -2.4814